Entry 1:
36
Properties=species:S:1:pos:R:3 method="wB97M-V/def2-TZVPD" total_energy_ev=-56372.47810 smiles="CC1(C)OC(=S)Nc2ccc(NS(=O)(=O)c3cccs3)cc21" largest_force_ev_per_a=3.11 homo_energy_ev=-8.26 homo_lumo_gap_ev=8.304
C -3.08537 0.51489 1.94027
C -2.41006 -0.73499 1.36616
C -3.27370 -1.34135 0.20340
O -2.43983 -1.74779 2.36619
C -1.32113 -1.84275 3.16469
S -1.42735 -2.45442 4.66853
N -0.08514 -1.39255 2.80373
C 0.10539 -0.70311 1.63146
C 1.37409 -0.24087 1.22674
C 1.52506 0.42429 0.01894
C 0.40808 0.79384 -0.73018
N 0.64217 1.46990 -1.91216
S -0.04186 0.94221 -3.44268
O -1.50270 0.97636 -3.38383
O 0.49987 1.82781 -4.48085
C 0.66034 -0.71538 -3.61801
C 0.36416 -1.79885 -2.83569
C 1.02520 -2.96729 -3.33563
C 1.80973 -2.68063 -4.39580
S 1.80711 -1.00383 -4.89694
C -0.85628 0.46959 -0.28000
C -1.00978 -0.39161 0.87366
H -3.22857 1.29950 1.18014
H -4.08576 0.25826 2.27952
H -2.53017 0.89124 2.82948
H -3.41061 -0.65235 -0.63922
H -4.28428 -1.55919 0.55867
H -2.86035 -2.28435 -0.18228
H 0.57486 -1.26576 3.57289
H 2.21937 -0.50570 1.79254
H 2.50965 0.72714 -0.30182
H 1.59688 1.73306 -2.08569
H -0.30891 -1.75050 -2.00419
H 0.90527 -3.95325 -2.91104
H 2.35632 -3.40950 -4.93361
H -1.68280 0.86270 -0.83635



Entry 2:
8
Properties=species:S:1:pos:R:3 method="wB97M-V/def2-TZVPD" total_energy_ev=-36657.08651 smiles="OC(=S)C(=S)S" largest_force_ev_per_a=5.33 homo_energy_ev=-9.16 homo_lumo_gap_ev=6.805
O 0.82051 -1.91673 0.11860
C 0.87923 -0.59940 -0.10667
S 2.18241 0.32472 -0.41947
C -0.31813 0.23268 0.02662
S -1.87939 -0.46108 -0.43217
S -0.09627 2.10688 -0.10043
H -0.09696 -2.09588 0.27910
H -1.49140 2.40883 0.63442



Entry 3:
18
Properties=species:S:1:pos:R:3 method="wB97M-V/def2-TZVPD" total_energy_ev=-16475.56618 smiles="O=Cc1cncn1C1OC=CO1" largest_force_ev_per_a=5.24 homo_energy_ev=-9.11 homo_lumo_gap_ev=9.244
O 0.18167 -1.98545 3.27983
C -0.15927 -1.60349 2.19101
C 0.03193 -0.26540 1.67078
C 0.45506 0.77082 2.50967
N 0.60086 1.93676 1.85417
C 0.12295 1.63492 0.61282
N -0.14851 0.28768 0.46361
C -0.49227 -0.45160 -0.76563
O 0.87592 -0.63468 -1.52070
C 0.63006 -0.14613 -2.77885
C -0.60978 0.40763 -2.88635
O -1.23474 0.31361 -1.60616
H -0.88865 -2.16826 1.51534
H 0.78337 0.73697 3.57943
H 0.19978 2.46933 -0.14841
H -0.76689 -1.45979 -0.68320
H 1.36363 -0.52068 -3.44757
H -0.94513 0.67775 -3.83979



Entry 4:
62
Properties=species:S:1:pos:R:3 method="wB97M-V/def2-TZVPD" total_energy_ev=-104429.01834 largest_force_ev_per_a=1.68 homo_energy_ev=-1.24 homo_lumo_gap_ev=5.502 charge=-2
Ca -0.71822 -0.31539 -0.63575
C 1.12075 -1.45747 3.66140
C 0.05848 -1.11418 2.63556
O 0.43421 -0.55659 1.60606
C -1.33677 -1.43345 2.91279
C -1.77096 -1.61395 4.23938
C -3.09571 -1.79030 4.55036
C -4.03756 -1.79253 3.49761
C -3.65084 -1.66052 2.19238
C -2.27530 -1.51223 1.83153
O -1.92105 -1.49122 0.60869
H 2.09338 -1.38774 3.17805
H 0.97177 -2.46088 4.06262
H 1.08603 -0.74898 4.49331
H -1.04194 -1.57307 5.04163
H -3.41469 -1.90045 5.57850
H -5.09281 -1.89634 3.72874
H -4.37069 -1.65200 1.38180
O 1.04476 -1.26835 -1.72958
N 1.89061 -1.95936 -0.98629
C 1.36720 -2.86116 -0.11291
C 2.12964 -3.61739 0.72985
C 3.51508 -3.44513 0.68760
C 4.04548 -2.55448 -0.21027
C 3.25867 -1.79769 -1.11878
S 3.94277 -0.72600 -2.24850
H 0.28738 -2.93036 -0.13420
H 1.64632 -4.31155 1.40351
H 4.16312 -4.00328 1.35347
H 5.11170 -2.39732 -0.27796
C 3.44314 1.39372 0.82237
P 1.85729 1.45943 -0.11316
C 0.94923 2.62452 1.00627
C 2.32955 2.65724 -1.43886
C 1.09053 3.09144 -2.23907
P 0.01399 1.64157 -2.68769
C -1.28346 2.55300 -3.61003
C 0.96799 0.94057 -4.08832
H 3.75434 2.39083 1.15136
H 4.21259 0.95751 0.17956
H 3.31330 0.74872 1.69459
H 1.51117 3.55128 1.16192
H 0.79252 2.12998 1.96689
H -0.03443 2.86527 0.59780
H 3.03916 2.13059 -2.08537
H 2.84590 3.51566 -0.99453
H 1.36714 3.64972 -3.13931
H 0.46161 3.74604 -1.62773
H -0.83621 3.26005 -4.31605
H -1.92052 3.08189 -2.89931
H -1.89742 1.82766 -4.14312
H 1.22873 1.70936 -4.82366
H 0.34475 0.17841 -4.56054
H 1.86686 0.44662 -3.70956
S -2.49734 1.80079 -0.25948
C -3.82668 1.14027 -1.19742
C -5.11956 1.72559 -0.89401
N -6.13212 2.20997 -0.63071
C -3.79038 0.17348 -2.16124
S -2.40965 -0.72318 -2.76716
C -5.04948 -0.17716 -2.79567
N -6.03334 -0.47151 -3.31936



Entry 5:
8
Properties=species:S:1:pos:R:3 method="wB97M-V/def2-TZVPD" total_energy_ev=-28654.38609 largest_force_ev_per_a=3.93 homo_energy_ev="-7.52 / -7.65" homo_lumo_gap_ev="7.911 / 8.123"
C 1.36198 -0.26952 0.23733
C -1.37425 -0.27364 -0.28170
N 0.00193 0.09950 -0.01954
Cl 2.51551 0.95243 -0.03530
Cl -2.51539 0.94964 0.06397
H 1.65820 -1.29608 0.13808
H -1.65973 -1.28311 -0.05238
H 0.01174 1.12079 -0.05046



Entry 6:
49
Properties=species:S:1:pos:R:3 method="wB97M-V/def2-TZVPD" total_energy_ev=-114730.36375 largest_force_ev_per_a=5.45 homo_energy_ev=-0.24 homo_lumo_gap_ev=5.158 charge=-2
C 0.66840 -1.82792 3.43371
C 1.38804 -1.59365 2.13508
C 2.10563 -0.38497 1.98000
C 3.32043 -0.29605 1.24400
C 3.58105 -1.09829 0.10225
C 4.69013 -0.85423 -0.70297
C 5.60468 0.15485 -0.37108
C 5.43006 0.88114 0.82007
C 4.31804 0.65064 1.62282
O 1.34386 -2.49418 1.24873
H 0.17745 -0.92485 3.81401
H -0.08226 -2.60904 3.28834
H 1.39128 -2.18535 4.18249
H 1.90671 0.45048 2.65239
H 2.86854 -1.87717 -0.15118
H 4.82455 -1.42016 -1.62476
H 6.41464 0.42402 -1.05843
H 6.15008 1.66065 1.09284
H 4.18421 1.21679 2.54689
O 0.96596 1.75792 0.50551
C 0.41986 0.80745 0.11291
Co -0.35621 -0.55275 -0.62802
C 0.16666 -0.29948 -2.25508
O 0.47480 -0.09096 -3.35101
C -0.00209 -2.41574 -0.45772
O 0.05316 -3.53755 -0.73737
C -2.07330 0.19824 -0.63297
C -2.31802 1.43554 -1.37801
C -1.73861 2.66869 -0.99772
C -1.90474 3.81337 -1.77900
C -2.78996 3.78596 -2.86225
C -3.38702 2.57271 -3.23490
C -3.15749 1.39538 -2.51077
C -2.71172 -1.08878 -0.72649
C -3.04874 -1.98897 -1.66132
Co -2.42622 -0.65609 0.92027
C -1.66364 0.39093 2.14695
O -1.24152 1.02845 3.02040
C -2.26080 -2.35129 1.34365
O -2.33882 -3.46601 1.62567
C -4.09788 -0.74693 1.48404
O -5.18227 -0.97797 1.80695
H -1.15319 2.70624 -0.07902
H -1.35606 4.72410 -1.53087
H -3.00393 4.72017 -3.38787
H -4.05602 2.54171 -4.09668
H -3.62715 0.44438 -2.79777
H -3.54058 -2.92185 -1.39204
H -2.92998 -1.76956 -2.72468



Copy entry 2 word for word.
8
Properties=species:S:1:pos:R:3 method="wB97M-V/def2-TZVPD" total_energy_ev=-36657.08651 smiles="OC(=S)C(=S)S" largest_force_ev_per_a=5.33 homo_energy_ev=-9.16 homo_lumo_gap_ev=6.805
O 0.82051 -1.91673 0.11860
C 0.87923 -0.59940 -0.10667
S 2.18241 0.32472 -0.41947
C -0.31813 0.23268 0.02662
S -1.87939 -0.46108 -0.43217
S -0.09627 2.10688 -0.10043
H -0.09696 -2.09588 0.27910
H -1.49140 2.40883 0.63442